Molecular formula: C4H8O2
Method: DFT, the ωB97M-V functional and the def2-TZVPD basis

CARTESIAN COORDINATES (ANGSTROEM)
O -0.986 -1.432 -0.264
O 1.706 0.506 -0.167
C -0.022 -1.071 0.792
C -0.380 -0.510 -1.165
C 0.354 0.189 -0.006
C -0.416 1.388 0.496
H -0.036 1.717 1.477
H 2.155 -0.265 -0.538
H -0.481 -0.950 1.783
H -1.114 0.056 -1.741
H -0.347 2.224 -0.214
H 0.765 -1.825 0.873
H 0.282 -1.019 -1.872
H -1.480 0.992 0.546

Values from the calculation:
* energy: -307.64096 a.u.
* SMILES: CC1(O)COC1
* LUMO energy: 0.8541 eV
* gap between HOMO and LUMO: 10.8 eV
* strongest force on any atom: 0.0287 hartree/bohr
* relative energy (zero: lowest compared OMol25 entry of this formula, charge and spin): 187.6 kJ/mol
* multiplicity: 1